# 1
{"formula": "C6H6S", "method": "wB97M-V/def2-TZVPD", "elements": ["C", "C", "C", "C", "S", "C", "C", "H", "H", "H", "H", "H", "H"], "coordinates": [[0.64071, 1.38734, -1.41482], [0.37639, -0.00103, -0.79149], [0.91467, 0.94069, -0.03434], [0.37349, 0.69030, 1.60627], [-1.37375, 0.93799, 1.71666], [-0.48602, -0.57070, 1.31366], [-0.53916, -1.09288, -0.15901], [1.56879, 1.59203, -1.93319], [-0.13303, 1.96001, -1.76474], [1.04819, 1.08167, 2.39415], [-0.63527, -1.46040, 1.93392], [-1.60023, -1.12926, -0.26688], [-0.15628, -2.10513, -0.24102]], "nbo_charge": [-0.3677, -0.0162, -0.0417, -0.3361, 0.1603, -0.3009, -0.4416, 0.1966, 0.1900, 0.2577, 0.2317, 0.2379, 0.2299], "homo_lumo_gap_ev": 9.34, "relative_energy_kj_mol": 533.67, "lumo_energy_ev": 0.79, "total_charge": 0, "smiles": "C1C2=C1[C@H]1S[C@H]1C2"}

# 2
{"formula": "C6H6S", "method": "wB97M-V/def2-TZVPD", "elements": ["C", "C", "C", "C", "C", "C", "S", "H", "H", "H", "H", "H", "H"], "coordinates": [[0.08328, -1.92003, -0.79671], [0.10870, -0.57650, -0.28681], [-0.99424, 0.45836, -0.08490], [-0.16062, -1.85070, 0.57190], [1.13675, 0.57477, -0.30448], [-0.03500, 1.53490, -0.22868], [-2.51161, 0.28654, 0.16912], [-1.11835, -1.58376, 0.92508], [0.46804, -2.42244, 1.22590], [1.85688, 0.70339, 0.40968], [1.58329, 0.63459, -1.26027], [-0.16535, 2.17414, -1.09498], [-0.25177, 1.98675, 0.75516]], "mulliken_spin": [1.4556, 0.2192, 0.0134, 0.0510, 0.0444, 0.0092, 0.1066, 0.0631, 0.0317, 0.0017, 0.0086, -0.0050, 0.0005], "homo_lumo_gap_ev": [7.53, 7.14], "relative_energy_kj_mol": 89.08, "spin_multiplicity": 3, "lumo_energy_ev": [0.06, -1.68], "total_charge": 0}

# 3
{"formula": "C6H6Se3", "method": "wB97M-V/def2-TZVPD", "elements": ["C", "C", "C", "C", "C", "C", "Se", "Se", "Se", "H", "H", "H", "H", "H", "H"], "coordinates": [[1.67784, 0.12991, -0.95445], [1.73559, -0.10916, 0.37507], [0.56531, 0.42445, -1.65004], [0.56823, -0.38048, 1.16911], [-0.69196, 0.52576, -1.11121], [-0.69195, -0.14150, 0.78990], [0.88174, -1.13553, 2.98586], [-2.30729, 0.80133, -1.85167], [-2.15039, 0.36208, 1.85456], [2.48442, 0.19338, -1.72508], [2.69953, -0.28124, 0.88647], [0.58200, 0.49917, -2.71513], [0.12425, -2.27640, 2.82516], [-3.14858, 0.47639, -0.63085], [-2.61698, -0.93713, 2.06052]], "nbo_charge": [-0.1557, -0.2670, -0.3518, -0.2078, -0.1654, -0.2346, 0.0784, 0.1919, 0.1919, 0.2259, 0.2290, 0.2122, 0.0722, 0.1067, 0.0742], "homo_lumo_gap_ev": 7.87, "relative_energy_kj_mol": 125.73, "lumo_energy_ev": 0.01, "total_charge": 0}

# 4
{"formula": "C6H74NO35S", "method": "wB97M-V/def2-TZVPD", "elements": ["C", "O", "C", "C", "N", "H", "H", "C", "C", "O", "C", "H", "H", "H", "H", "H", "H", "H", "H", "H", "H", "H", "H", "H", "H", "S", "O", "O", "O", "O", "O", "H", "H", "O", "H", "H", "O", "H", "H", "O", "H", "H", "O", "H", "H", "O", "H", "H", "O", "H", "H", "O", "H", "H", "O", "H", "H", "O", "H", "H", "O", "H", "H", "O", "H", "H", "O", "H", "H", "O", "H", "H", "O", "H", "H", "O", "H", "H", "O", "H", "H", "O", "H", "H", "O", "H", "H", "O", "H", "H", "O", "H", "H", "O", "H", "H", "O", "H", "H", "O", "H", "H", "O", "H", "H", "O", "H", "H", "O", "H", "H", "O", "H", "H", "O", "H", "H"], "coordinates": [[-64.20610, -64.61459, -5.37522], [-63.78820, -64.98533, -3.99438], [-64.85056, -65.17319, -3.19007], [-64.41065, -64.81582, -1.79156], [-65.56041, -64.60696, -0.87666], [-66.42340, -65.43635, -1.14996], [-65.17209, -65.08262, 0.00670], [-66.14179, -63.28694, -0.80770], [-67.44508, -63.21542, -0.00322], [-68.26483, -62.05053, -0.46657], [-69.19916, -61.69795, 0.48159], [-63.24555, -64.44798, -6.00103], [-64.86257, -63.88104, -5.36471], [-64.62608, -65.61260, -5.75498], [-65.12502, -66.11542, -3.21031], [-65.79763, -64.62328, -3.55838], [-63.71081, -63.91037, -1.50187], [-63.84815, -65.61277, -1.36606], [-66.65263, -63.14684, -1.59383], [-65.36105, -62.46396, -0.46166], [-67.51162, -62.93629, 1.12243], [-68.00553, -64.00308, -0.25065], [-68.98375, -61.08761, 1.36486], [-69.71383, -62.58242, 0.82638], [-69.98028, -60.99847, 0.11416], [-67.09011, -67.31982, -0.74140], [-66.05999, -68.31372, -0.54797], [-67.42818, -66.69964, 0.57476], [-66.61529, -66.35485, -1.69469], [-68.29267, -67.89596, -1.23777], [-67.66727, -65.92342, -6.46975], [-68.18750, -66.70892, -6.78178], [-67.33827, -66.09213, -5.54481], [-68.69328, -62.93382, -4.04968], [-69.19132, -63.24783, -4.76563], [-68.72627, -63.66499, -3.41614], [-63.48295, -65.16400, 0.69822], [-62.96477, -65.86491, 0.19790], [-64.19144, -65.52548, 1.22391], [-68.61251, -57.80339, -0.19603], [-68.39017, -57.00405, -0.51944], [-68.52091, -58.59765, -0.78261], [-65.11576, -62.67346, 2.84625], [-65.32164, -63.48227, 2.37143], [-65.68900, -62.83642, 3.60239], [-66.42160, -59.88605, 3.08204], [-66.03656, -60.69895, 2.76999], [-67.14897, -60.37593, 3.19201], [-62.67550, -62.22615, -7.50962], [-63.27841, -62.49858, -8.06045], [-62.15799, -61.55365, -7.89967], [-65.19020, -69.08024, -6.05359], [-64.44261, -68.52079, -6.31796], [-65.81971, -68.75916, -5.67271], [-67.33440, -67.56881, -4.71389], [-67.71725, -68.19989, -4.26423], [-67.60881, -66.77581, -3.98076], [-63.03908, -67.35315, -6.75848], [-63.24192, -67.25184, -7.73230], [-62.12911, -67.61437, -6.54008], [-72.19116, -59.43193, 0.29616], [-72.59193, -59.79464, 1.16103], [-71.43082, -58.93090, 0.54713], [-67.95952, -59.76447, -1.87494], [-67.91303, -60.62703, -1.63376], [-67.87963, -59.66449, -2.81076], [-66.28681, -61.93170, -5.24885], [-66.99040, -62.35833, -4.86542], [-66.89001, -61.85636, -6.00010], [-63.99021, -61.48970, -5.27798], [-63.56448, -61.88864, -6.12273], [-64.96044, -61.25150, -5.66870], [-61.45835, -66.22530, -3.58528], [-62.12393, -66.30700, -4.20656], [-61.29696, -65.36555, -3.34200], [-72.16403, -61.23882, 2.22711], [-72.44551, -61.02012, 3.20174], [-71.89929, -62.00307, 2.51340], [-71.35062, -63.81551, 2.98572], [-70.95074, -64.47575, 2.66535], [-71.16178, -63.71968, 3.94097], [-70.82611, -64.58083, -0.27306], [-70.47413, -64.22744, -1.15423], [-70.75490, -65.56420, -0.67506], [-69.51318, -65.23653, 1.26081], [-68.80794, -65.76117, 0.90925], [-69.93699, -65.03659, 0.50766], [-68.22953, -65.48189, -3.63939], [-67.66538, -65.76320, -2.88348], [-69.04340, -66.05800, -3.52245], [-64.22230, -60.91690, -2.56957], [-64.11705, -61.13643, -3.52609], [-64.61949, -59.94058, -2.34556], [-66.13958, -65.14024, 2.26515], [-66.69586, -65.80964, 1.79699], [-66.32788, -65.27405, 3.20506], [-60.46558, -64.10695, -6.87041], [-61.31791, -63.73694, -7.08559], [-60.35882, -63.60809, -6.18892], [-72.14491, -61.29806, -1.59916], [-71.56656, -60.76789, -0.95732], [-72.66166, -61.98797, -1.24024], [-69.14920, -60.53656, 3.57588], [-69.49678, -59.61714, 3.92020], [-69.76339, -60.93198, 2.89355], [-70.12877, -62.86831, -2.35406], [-71.03380, -62.30820, -2.31818], [-69.68328, -62.53978, -3.23197], [-63.69748, -67.84888, -1.35340], [-64.64803, -67.79038, -1.19813], [-63.52512, -68.69718, -1.42420], [-60.78098, -63.89553, -2.26252], [-61.25127, -63.08887, -1.93932], [-60.20284, -63.78459, -3.16949], [-61.41243, -67.14638, -1.06003], [-62.29748, -67.57525, -0.95102], [-61.24504, -66.89558, -1.82477]], "mulliken_charge": [0.2252, 0.4020, -0.1503, 0.8849, 1.7341, -0.3984, -0.0463, -2.0549, 1.0717, 0.4092, 0.1027, -0.4135, 0.2828, 0.0530, 1.1188, -0.5323, 0.0560, -1.7976, 0.3948, 0.0276, 0.2592, -0.1057, 0.4318, 0.5837, -0.9849, 1.3687, -1.0126, -0.8616, -0.2429, -0.8340, -0.7573, 0.2816, 0.3979, -0.7696, 0.2853, 0.2763, -0.6740, 0.4262, 0.3416, -0.6400, 0.2387, 0.4923, -0.6490, 0.2953, 0.3281, -0.6020, 0.3938, 0.2342, -0.5899, 0.2639, 0.2523, -0.5761, 0.4017, 0.2608, -0.5581, 0.2709, 0.5545, -0.6506, 0.2868, 0.2858, -0.6627, 0.3715, 0.2951, -0.6370, 0.2936, 0.2420, -0.4137, 0.0145, 0.3615, -0.7715, 0.3303, 0.4006, -0.7640, 0.1572, 0.3539, -0.5149, 0.3301, 0.1665, -0.5747, 0.2056, 0.2920, -0.5981, 0.2701, 0.5653, -0.7255, 0.2151, 0.2936, -0.6750, 0.0033, 0.3012, -0.6077, 0.4269, 0.2667, -0.5891, 0.2989, 0.2456, -0.5855, 0.2875, 0.2723, -0.7512, 0.2668, 0.2991, -0.6551, 0.3087, 0.3317, -0.8479, 0.2581, 0.5869, -0.5993, 0.2575, 0.3409, -0.7044, 0.3299, 0.3233, -0.7092, 0.3794, 0.3710], "homo_lumo_gap_ev": 8.23, "lumo_energy_ev": 1.27, "total_charge": -1}

# 5
{"formula": "C6H7B", "method": "wB97M-V/def2-TZVPD", "elements": ["B", "C", "C", "C", "C", "C", "C", "H", "H", "H", "H", "H", "H", "H"], "coordinates": [[2.84147, -0.33299, 0.99088], [-2.16691, 0.57437, -0.77144], [-1.07154, 0.01006, -1.77424], [-1.65536, 0.38296, 0.45436], [0.08840, -0.13837, -1.07710], [-0.29112, 0.05414, 0.32991], [0.55962, -0.20891, 1.34355], [3.30391, -1.38387, 1.32341], [3.30393, 0.52787, 0.37343], [-3.11526, 1.01282, -0.84800], [-1.09595, -0.12579, -2.82786], [-2.06558, 0.45371, 1.41402], [0.90118, -0.83009, -1.28241], [0.46322, 0.00410, 2.35149]], "nbo_charge": [0.4987, -0.2085, -0.1885, -0.2329, -0.2507, -0.1642, -0.2481, -0.1123, -0.1201, 0.2148, 0.2109, 0.2144, 0.2162, 0.1701], "homo_lumo_gap_ev": 8.10, "relative_energy_kj_mol": 267.00, "lumo_energy_ev": -0.57, "total_charge": 0}

# 6
{"formula": "C6H7BiLiO6", "method": "wB97M-V/def2-TZVPD", "elements": ["Bi", "O", "O", "C", "C", "O", "C", "H", "H", "H", "H", "Li", "O", "O", "C", "C", "O", "C", "H", "H", "H"], "coordinates": [[2.04582, 2.36096, -0.95128], [0.48977, 1.16485, -1.07018], [1.11028, -1.05458, -0.63533], [2.50745, -1.24801, -0.84045], [3.11844, -0.39429, 0.25790], [2.19066, 0.70315, 0.32811], [0.88168, 0.23804, -0.19525], [2.72859, -2.31458, -0.73853], [2.80116, -0.89948, -1.84198], [4.11234, -0.00561, 0.01869], [3.13760, -0.91057, 1.22632], [-5.93606, 0.24316, -0.81065], [-4.42860, 1.55308, -0.20729], [-2.53822, 0.76305, 0.76937], [-1.58890, -0.02837, 0.50852], [-0.21283, 0.30222, 0.85719], [-4.28805, -0.64421, 0.16495], [-3.90073, 0.51246, 0.14041], [-1.86115, -1.03710, 0.16420], [-0.24144, 1.31398, 1.29959], [-0.12778, -0.61813, 1.55569]], "nbo_charge": [2.3468, -0.8089, -0.4429, -0.1221, -0.1220, -0.6395, 0.7537, 0.2982, 0.2039, 0.2550, 0.2733, 0.9828, -0.6438, -0.3750, 0.5320, -0.5833, -0.6825, 0.9152, 0.2489, 0.2751, 0.3353], "homo_lumo_gap_ev": 4.65, "lumo_energy_ev": -15.59, "total_charge": 3}

# 7
{"formula": "C6H7Br6F3O2", "method": "wB97M-V/def2-TZVPD", "elements": ["C", "Br", "Br", "Br", "H", "C", "Br", "Br", "Br", "H", "C", "C", "O", "C", "O", "C", "F", "F", "F", "H", "H", "H", "H", "H"], "coordinates": [[-1.24324, 1.79401, -1.27403], [-1.76587, 2.85842, -2.85603], [-1.99685, -0.08990, -1.17969], [-1.77845, 2.75318, 0.30479], [-0.15565, 1.72580, -1.24943], [1.16616, -0.72159, -2.61841], [0.80785, 1.15915, -2.17315], [2.92478, -0.87613, -3.54362], [-0.24431, -1.53189, -3.84274], [1.19318, -1.30519, -1.69821], [-1.37613, 0.68743, 2.96516], [-1.15719, -0.09649, 1.64498], [0.15838, -0.56250, 1.58381], [0.70883, -1.05872, 0.43383], [-0.00872, -1.12204, -0.61454], [2.21943, -1.39908, 0.44973], [2.74604, -0.96462, -0.66201], [2.77972, -0.83120, 1.47752], [2.44238, -2.67781, 0.43941], [-0.90733, 0.26970, 3.85613], [-2.44901, 0.82399, 3.10075], [-0.91251, 1.66813, 2.85847], [-1.43575, 0.51507, 0.78678], [-1.71574, -1.01776, 1.81044]], "nbo_charge": [-0.4013, 0.0912, 0.1289, 0.0569, 0.0546, -0.4100, 0.1877, 0.0381, 0.0575, 0.2237, -0.6280, -0.1107, -0.4694, 0.7099, -0.6292, 0.9098, -0.2933, -0.2842, -0.2889, 0.2226, 0.2244, 0.2120, 0.2135, 0.1841], "homo_lumo_gap_ev": 8.38, "relative_energy_kj_mol": 752.69, "lumo_energy_ev": -0.55, "total_charge": 0}

# 8
{"formula": "C6H7BrO", "method": "wB97M-V/def2-TZVPD", "elements": ["C", "C", "C", "C", "C", "C", "O", "Br", "H", "H", "H", "H", "H", "H", "H"], "coordinates": [[1.38863, 0.15136, 0.78133], [0.21731, 0.24351, 1.39069], [-1.93103, -0.77539, 0.48435], [1.46400, 0.23299, -0.72356], [-1.01800, 0.33732, 0.60580], [0.13835, -0.07944, -1.32850], [-1.76108, -1.89221, 0.92572], [-0.57664, 1.06295, -2.63014], [2.32268, 0.06511, 1.30998], [0.13272, 0.21004, 2.46859], [-2.84512, -0.53649, -0.09672], [1.77952, 1.24318, -0.99759], [2.22551, -0.46648, -1.08248], [-1.41325, 1.32005, 0.38004], [-0.12359, -1.11649, -1.48752]], "nbo_charge": [-0.1462, -0.2254, 0.3589, -0.5364, -0.2722, -0.1751, -0.5501, 0.0854, 0.2115, 0.2289, 0.1106, 0.2338, 0.2356, 0.2256, 0.2150], "homo_lumo_gap_ev": [8.45, 8.44], "relative_energy_kj_mol": 281.95, "lumo_energy_ev": [-0.38, -0.39], "total_charge": 0}